[1]
Here is a molecular structure, C4H8FN2 from OMol25. Energies are from the ωB97M-V functional and the def2-TZVPD basis.

Output
Energy in eV: -9964.348
Total charge: +1
HOMO-LUMO gap in eV: 8.54
E_LUMO in eV: -5.58

Last column: Löwdin charge in e.
Cartesian coordinates (Å):
C -0.42 1.01 -1.23  -0.18
C 0.20 -0.48 1.10  -0.48
C 0.33 1.71 -2.16  0.01
C -0.87 -1.56 0.87  -0.01
N 0.58 0.54 0.30  0.16
N 0.86 -0.63 2.25  0.18
F -1.61 0.85 -1.31  0.31
H 1.10 2.16 -1.49  0.13
H -0.42 2.26 -2.79  0.14
H 0.98 1.09 -2.86  0.17
H -1.67 -1.34 1.68  0.13
H -1.28 -1.45 -0.17  0.07
H -0.24 -2.53 0.82  0.13
H 0.76 -1.54 2.62  0.11
H 1.68 -0.09 2.36  0.12


[2]
Here is C4H8FN3 in the gas phase from OMol25. Energies are from the ωB97M-V functional and the def2-TZVPD basis.

Output
Energy in eV: -11463.897
Total charge: 0
HOMO-LUMO gap in eV: 9.58
E_LUMO in eV: 0.75
SMILES: [H]/N=C(\CCF)NN=C

Last column: Löwdin charge in e.
Cartesian coordinates (Å):
H 1.30 1.88 -0.02  0.04
N 0.29 1.71 0.06  0.14
C 0.09 0.46 -0.06  -0.44
C 1.15 -0.62 -0.24  -0.12
C 2.49 -0.26 0.37  -0.21
F 3.07 0.78 -0.33  -0.06
N -1.19 -0.07 -0.05  -0.04
N -2.29 0.72 0.00  -0.03
C -3.42 0.13 -0.04  -0.06
H 0.79 -1.56 0.20  0.11
H 1.30 -0.84 -1.32  0.13
H 3.17 -1.11 0.33  0.11
H 2.37 0.08 1.43  0.14
H -1.31 -1.09 -0.18  0.14
H -4.30 0.75 -0.03  0.05
H -3.52 -0.98 -0.12  0.08


[3]
Here is C4H8FNO in the gas phase from OMol25. Energies are from the ωB97M-V functional and the def2-TZVPD basis.

Output
Energy in eV: -10532.138
Total charge: 0
HOMO-LUMO gap in eV: 10.54
E_LUMO in eV: 1.00
SMILES: CC(=O)C[C@H](N)F

Last column: Löwdin charge in e.
Cartesian coordinates (Å):
C 2.00 0.98 0.21  -0.02
C 1.31 -0.28 -0.11  -0.55
O 1.74 -1.28 0.38  0.08
C -0.02 -0.27 -0.80  -0.04
C -1.14 -0.27 0.41  -0.37
N -2.33 -0.82 -0.14  0.06
F -1.38 0.97 1.04  -0.05
H 2.62 0.79 1.08  0.09
H 1.15 1.71 0.29  0.10
H 2.70 1.18 -0.64  0.11
H -0.01 0.67 -1.51  0.15
H -0.22 -1.18 -1.26  0.09
H -0.76 -0.92 1.27  0.17
H -2.95 -1.07 0.65  0.10
H -2.71 -0.22 -0.85  0.08


[4]
Here is a molecular structure, C4H8HgO2 from OMol25. Energies are from the ωB97M-V functional and the def2-TZVPD basis.

Output
Energy in eV: -12523.658
Total charge: +2
HOMO-LUMO gap in eV: 3.74
E_LUMO in eV: -13.03

Last column: Löwdin charge in e.
Cartesian coordinates (Å):
C 0.13 -2.28 -1.84  -0.02
C 1.43 -1.57 -1.77  0.00
C 2.06 -1.23 -0.61  -0.01
C 3.43 -0.84 -0.67  -0.16
O 4.11 -0.59 0.35  -0.30
Hg 5.70 -0.02 0.89  1.65
H -0.09 -2.53 -2.89  0.10
H 0.23 -3.26 -1.35  0.11
H -0.58 -1.46 -1.55  0.15
H 1.99 -1.50 -2.70  0.15
H 1.54 -1.19 0.35  0.15
H 3.90 -0.75 -1.66  0.16
H -0.17 -3.04 1.46  0.03
O -0.85 -3.51 0.97  -0.05
H -0.72 -4.44 1.18  0.05


[5]
Here is a molecular structure, C4H8LiO3 from OMol25. Energies are from the ωB97M-V functional and the def2-TZVPD basis.

Output
Energy in eV: -10619.928
⟨S²⟩: 0.75
2S+1: 2
Total charge: 0
HOMO-LUMO gap (spin up / spin down) in eV: 6.46 / 7.78
E_LUMO (spin up / spin down) in eV: -0.33 / -0.44

Last column: Löwdin charge in e.
Cartesian coordinates (Å):
O -0.11 0.45 0.06  -0.20
Li -0.89 2.24 0.10  0.80
O 1.00 2.28 0.49  -0.09
C 1.06 1.07 0.09  -0.61
O 2.10 0.32 0.54  -0.04
C 3.00 -0.31 -0.34  -0.08
C -1.76 -0.33 -0.54  -0.19
C -2.44 -0.68 0.77  -0.17
H 3.07 -1.35 0.00  0.09
H 2.70 -0.32 -1.40  0.10
H 3.98 0.19 -0.29  0.09
H -1.41 -0.04 -1.54  0.07
H -2.30 -1.04 -1.19  0.02
H -3.16 0.09 1.08  0.06
H -3.08 -1.57 0.63  0.06
H -1.75 -1.00 1.55  0.07


[6]
Here is a molecular structure, C4H8N from OMol25. Energies are from the ωB97M-V functional and the def2-TZVPD basis.

Output
Energy in eV: -5757.281
Total charge: +1
HOMO-LUMO gap in eV: 12.03
E_LUMO in eV: -3.19

Last column: Löwdin charge in e.
Cartesian coordinates (Å):
C 1.57 1.05 1.19  0.06
C 0.90 0.65 0.16  -0.15
C -1.55 -0.13 -0.38  0.04
C -0.55 -1.08 -0.97  -0.05
N -0.13 -0.32 0.17  -0.06
H 2.35 1.71 1.11  0.05
H 1.55 0.52 2.18  0.11
H 1.09 1.26 -1.11  0.26
H -1.93 0.70 -0.97  0.14
H -2.29 -0.41 0.33  0.12
H -0.64 -2.22 -0.74  0.17
H -0.04 -0.95 -1.97  0.16
H -0.31 -0.76 1.01  0.16